(1)
Formula: C4H6O2Pt
Source: OMol25
Level of theory: ωB97M-V/def2-TZVPD

```
13
Properties=species:S:1:pos:R:3
C -0.0598 -1.0957 0.3566
O 0.0385 -2.3075 -0.2230
H 0.3391 -1.1485 1.3727
H 0.4276 -2.2579 -1.1039
C -1.4623 -0.1550 0.4579
C -0.8163 1.1772 0.2104
H -2.3189 -0.3627 -0.1959
H -0.6538 1.5733 1.2311
H -1.3716 1.8331 -0.4768
C 0.5079 0.8261 -0.3950
O 1.5694 0.4613 0.2530
Pt 3.2388 0.6679 0.0076
H 0.5613 0.7885 -1.4948
```

Properties
E_HOMO (alpha / beta) = -11.946 / -14.410 eV
charge = +1
spin multiplicity = 4
HOMO-LUMO gap (alpha / beta) = 6.7622 / 7.8759 eV

Atom charges from the Löwdin analysis, given in e for atoms 1 to 6: -0.13 0.06 0.13 0.13 0.07 -0.16



(2)
Formula: C4H6O2S
Source: OMol25
Level of theory: ωB97M-V/def2-TZVPD

```
13
Properties=species:S:1:pos:R:3
S 1.1492 1.1612 1.1056
C 1.1771 0.1100 -0.3281
C 0.3798 -1.1541 -0.4606
O -0.6609 -1.2488 0.4973
C -1.7774 -0.6338 -0.1167
O -1.2730 0.5042 -0.7780
C -0.0340 0.0808 -1.2705
H 0.3584 0.3519 1.8392
H 2.1680 0.1302 -0.7700
H 0.6646 -2.0883 -0.9303
H -2.4996 -0.3538 0.6790
H -2.2446 -1.2889 -0.8707
H 0.1634 0.2089 -2.3354
```

Properties
E_HOMO = -8.772 eV
SMILES = S[C@H]1[C@H]2OCO[C@@H]12
HOMO-LUMO gap = 9.6550 eV

Atom charges from the Löwdin analysis, given in e for atoms 1 to 6: 0.78 -0.53 -0.23 -0.09 -0.20 -0.06



(3)
Formula: C4H6O2S
Source: OMol25
Level of theory: ωB97M-V/def2-TZVPD

```
13
Properties=species:S:1:pos:R:3
C -0.6770 1.5745 0.0911
C 0.6390 1.4204 0.2231
S 1.6350 0.0341 -0.2197
C 0.6102 -1.3376 0.3643
O -0.6157 -1.4809 -0.2914
C -1.6110 -0.6292 0.1803
O -1.5909 0.6738 -0.3618
H -1.1365 2.5346 0.3284
H 1.2261 2.2913 0.5680
H 0.4664 -1.2551 1.4387
H 1.2410 -2.2064 0.1458
H -1.5317 -0.5615 1.2579
H -2.5399 -1.0592 -0.1509
```

Properties
E_HOMO = -8.614 eV
SMILES = C1=CSCOCO1
HOMO-LUMO gap = 9.5001 eV

Atom charges from the Löwdin analysis, given in e for atoms 1 to 6: -0.22 -0.42 0.91 -0.50 -0.13 -0.23



(4)
Formula: C4H6O3Pb
Source: OMol25
Level of theory: ωB97M-V/def2-TZVPD

```
14
Properties=species:S:1:pos:R:3
O -0.6614 -1.4938 -0.4774
C 0.6190 -1.1008 -0.6437
O 1.4592 -1.9820 -0.7960
C -1.6892 -0.4307 -0.6056
H -2.3435 -0.7933 -1.4181
C -2.5013 -0.4126 0.6776
H -2.8726 -1.4108 0.9790
H -1.9316 -0.0065 1.5301
H -3.3734 0.2477 0.5424
Pb -0.2618 1.2781 -1.1438
O 0.9960 0.5335 0.5035
C 2.0800 1.2067 0.7984
H 2.8912 1.1305 0.0492
H 2.4413 1.0109 1.8239
```

Properties
E_HOMO (alpha / beta) = -1.912 / -2.776 eV
charge = -1
spin multiplicity = 2
HOMO-LUMO gap (alpha / beta) = 5.2905 / 5.9926 eV

Atom charges from the Löwdin analysis, given in e for atoms 1 to 6: -0.17 -0.54 -0.02 -0.53 0.06 -0.17



(5)
Formula: C4H6O3Rb
Source: OMol25
Level of theory: ωB97M-V/def2-TZVPD

```
14
Properties=species:S:1:pos:R:3
O 1.3192 0.8471 0.3302
O -0.7311 0.3006 -0.1307
O 0.8072 -1.3455 0.1945
C -1.6974 -0.6406 -0.4391
C -2.9327 0.1170 -0.7879
C 0.5411 -0.1454 0.1615
H -3.7934 -0.5671 -0.8177
H -3.1608 0.9215 -0.0653
H -2.8381 0.5586 -1.7961
Rb -0.7262 -3.7493 -0.3609
C 3.1022 0.9246 0.8690
H 3.3960 1.9731 0.8201
H 3.6383 0.3040 0.1448
H 3.0758 0.5013 1.8774
```

Properties
E_HOMO (alpha / beta) = -3.959 / -5.749 eV
spin multiplicity = 2
HOMO-LUMO gap (alpha / beta) = 3.3780 / 5.1884 eV

Atom charges from the Löwdin analysis, given in e for atoms 1 to 6: 0.01 -0.08 -0.11 -0.31 -0.22 -0.70



(6)
Formula: C4H6O3S2
Source: OMol25
Level of theory: ωB97M-V/def2-TZVPD

```
15
Properties=species:S:1:pos:R:3
O -1.7847 -1.9158 -1.0502
S -1.2978 -1.1377 0.0508
O -2.0662 -1.4064 1.2351
C 0.5393 -1.2255 0.1266
C 1.0861 0.0085 -0.5623
C 0.2324 1.1777 -0.1218
O 0.6263 1.3794 1.2058
C -1.2014 0.7195 -0.2167
S -2.4338 1.6456 -0.4260
H 0.7062 -2.2012 -0.2921
H 0.8009 -1.1770 1.2750
H 2.1554 0.0649 -0.1607
H 1.0369 -0.2103 -1.5916
H 0.3656 2.0954 -0.8343
H 1.2348 2.1830 1.3624
```

Properties
E_HOMO = -9.186 eV
SMILES = O=S1(=O)CC[C@H](O)C1=S
HOMO-LUMO gap = 7.9614 eV

Atom charges from the Löwdin analysis, given in e for atoms 1 to 6: -0.31 0.63 -0.31 -0.22 -0.19 -0.48



(7)
Formula: C4H6O7Pt
Source: OMol25
Level of theory: ωB97M-V/def2-TZVPD

```
18
Properties=species:S:1:pos:R:3
O -0.2019 -1.6312 0.8924
C -0.7777 -0.4183 0.6733
C -0.8566 -0.0758 -0.8181
O -2.2128 -0.4111 -1.2014
C -2.9283 -0.5718 -0.1492
O -2.3238 -0.5883 0.9691
O -4.1933 -0.6059 -0.2867
H 0.0582 -1.7359 1.8171
H -0.5530 0.3598 1.4077
H -0.1893 -0.6935 -1.4237
H -0.7051 0.9882 -1.0140
H -4.5937 0.2755 -0.3773
O 2.7616 -1.3533 -0.3101
C 2.7237 -0.0749 -0.0504
O 1.6412 0.5074 0.3118
O 3.7736 0.6133 -0.1645
Pt 2.6427 2.0241 0.1932
H 1.9095 -1.7688 -0.0681
```

Properties
E_HOMO (alpha / beta) = -18.069 / -19.717 eV
charge = +2
spin multiplicity = 3
HOMO-LUMO gap (alpha / beta) = 8.5609 / 8.1256 eV

Atom charges from the Löwdin analysis, given in e for atoms 1 to 6: 0.10 -0.22 0.00 0.19 -0.46 0.23



(8)
Formula: C4H6ORu
Source: OMol25
Level of theory: ωB97M-V/def2-TZVPD

```
12
Properties=species:S:1:pos:R:3
O 1.8334 1.1068 -0.1568
C 1.6171 1.0465 1.1327
C 0.4258 1.1327 1.7746
H 2.5222 0.9217 1.7562
H -0.5037 1.3181 1.2285
H 0.3820 0.9945 2.8557
Ru 0.6631 0.6587 -1.5938
C -0.5858 -0.9725 -1.0631
C -1.6512 -1.4392 -1.7430
H -0.4399 -1.5039 -0.1023
H -1.9608 -1.0129 -2.7078
H -2.3023 -2.2507 -1.3811
```

Properties
E_HOMO (alpha / beta) = -6.117 / -9.202 eV
spin multiplicity = 7
HOMO-LUMO gap (alpha / beta) = 6.4719 / 6.7677 eV

Atom charges from the Löwdin analysis, given in e for atoms 1 to 6: -0.45 -0.40 -0.01 0.11 0.04 0.05



(9)
Formula: C4H6OS
Source: OMol25
Level of theory: ωB97M-V/def2-TZVPD

```
12
Properties=species:S:1:pos:R:3
C -0.5582 0.7780 0.0385
C -1.8966 1.1294 -0.0591
C -0.1764 -0.6649 0.0906
C 1.3345 -0.4691 0.4356
O 2.2754 -1.0033 -0.3108
S 0.8791 1.7567 -0.0366
H -2.1677 2.2115 -0.2553
H -2.6824 0.3291 -0.0548
H -0.6906 -1.3650 0.8153
H -0.1734 -1.1869 -0.9762
H 1.6290 -0.5011 1.5246
H 2.2271 -1.0144 -1.2117
```

Properties
E_HOMO = -7.866 eV
HOMO-LUMO gap = 8.0825 eV

Atom charges from the Löwdin analysis, given in e for atoms 1 to 6: -0.82 -0.04 -0.21 -0.33 0.05 0.74



(10)
Formula: C4H6OS
Source: OMol25
Level of theory: ωB97M-V/def2-TZVPD

```
12
Properties=species:S:1:pos:R:3
C -1.6684 0.7684 0.0015
C 0.1806 -1.0288 0.2999
C 1.8871 -0.5148 -0.0900
C 0.5064 0.1122 -0.5053
H -2.1096 1.0215 1.1428
H -2.2117 1.4980 -0.8128
H -0.0186 -0.6929 1.4245
H 2.6536 -0.9285 -0.7779
H 2.1654 -0.3097 1.1025
H 0.2694 -0.0858 -1.5914
O -0.1275 1.3208 -0.0088
S -1.5268 -1.1605 -0.1849
```

Properties
E_HOMO = -8.725 eV
HOMO-LUMO gap = 9.0050 eV

Atom charges from the Löwdin analysis, given in e for atoms 1 to 6: -0.31 -0.53 0.10 -0.58 0.12 0.12



(11)
Formula: C4H6OS
Source: OMol25
Level of theory: ωB97M-V/def2-TZVPD

```
12
Properties=species:S:1:pos:R:3
C 0.7726 0.7460 0.6924
C 0.6594 -0.7689 0.1947
C -0.6203 -0.8432 -0.5576
S -2.0951 -0.3738 0.3267
C -1.1568 0.7840 -0.5731
O -0.2239 1.5842 -0.0389
H 0.7939 0.8892 1.8918
H 1.8020 1.1946 0.4028
H 1.4938 -1.0236 -0.6062
H 0.7106 -1.5147 1.0730
H -0.7670 -1.6485 -1.2053
H -1.3690 0.9748 -1.6003
```

Properties
E_HOMO = -8.997 eV
SMILES = C1C[C@H]2S[C@H]2O1
HOMO-LUMO gap = 9.8965 eV

Atom charges from the Löwdin analysis, given in e for atoms 1 to 6: -0.15 -0.22 -0.51 0.90 -0.61 -0.13



(12)
Formula: C4H6OS
Source: OMol25
Level of theory: ωB97M-V/def2-TZVPD

```
12
Properties=species:S:1:pos:R:3
O 3.6588 -0.0226 0.0101
C 2.4731 0.1447 0.0056
S 1.2532 -1.0984 0.2992
C -0.1386 -0.1111 -0.2175
C -1.2855 0.3614 0.6692
C -1.5387 -0.6573 -0.3742
H 2.0412 1.1079 -0.3850
H 0.1638 0.7412 -0.8932
H -1.1924 0.1116 1.7232
H -1.6571 1.4280 0.5208
H -2.2031 -0.2849 -1.1518
H -1.5747 -1.7204 -0.2064
```

Properties
E_HOMO = -9.325 eV
SMILES = O=CSC1CC1
HOMO-LUMO gap = 10.2186 eV

Atom charges from the Löwdin analysis, given in e for atoms 1 to 6: -0.02 -0.61 0.98 -0.62 -0.18 -0.17



(13)
Formula: C4H6OS
Source: OMol25
Level of theory: ωB97M-V/def2-TZVPD

```
12
Properties=species:S:1:pos:R:3
C -1.1402 -0.7125 -0.7051
C -0.5540 0.6008 -0.3962
O -0.6057 1.0095 1.0769
C 0.6250 0.8902 0.3971
C 1.4395 -0.3029 0.7661
S 2.8722 -0.7168 0.1283
H -0.8848 -1.4602 0.0575
H -2.1879 -0.5920 -0.7829
H -0.8854 -1.0972 -1.6666
H -0.9550 1.3847 -0.9475
H 1.1588 1.8338 0.3650
H 1.1175 -0.8374 1.7075
```

Properties
E_HOMO = -8.949 eV
SMILES = C[C@H]1O[C@H]1C=S
HOMO-LUMO gap = 8.4904 eV

Atom charges from the Löwdin analysis, given in e for atoms 1 to 6: -0.03 -0.23 -0.03 -0.38 -0.62 0.69



(14)
Formula: C4H6OS
Source: OMol25
Level of theory: ωB97M-V/def2-TZVPD

```
12
Properties=species:S:1:pos:R:3
C -1.3795 -1.2162 -0.0377
C -0.4591 -0.2092 -0.1699
C -1.2998 1.0361 -0.2798
C 1.0247 -0.3082 0.1393
O -3.6471 0.0807 0.7480
S -2.7788 -0.0553 -0.3881
H -1.3718 -2.2909 -0.1166
H -1.2191 1.5523 0.6748
H -1.1373 1.6249 -1.1810
H 1.5820 -0.2848 -0.9111
H 1.1167 -1.2621 0.6752
H 1.2512 0.6375 0.7909
```

Properties
E_HOMO = -8.685 eV
HOMO-LUMO gap = 9.4615 eV

Atom charges from the Löwdin analysis, given in e for atoms 1 to 6: -0.15 -0.44 -0.28 -0.06 -0.53 0.89



(15)
Formula: C4H6OS
Source: OMol25
Level of theory: ωB97M-V/def2-TZVPD

```
12
Properties=species:S:1:pos:R:3
O 1.8627 -0.2091 -1.0707
C 1.6519 0.1675 0.0422
C 0.4022 -0.0609 0.8073
C -0.7122 -0.8042 -0.0282
C -1.1805 0.4622 -0.7055
S -0.5715 1.5255 0.7237
H 2.4331 0.7135 0.6672
H 0.8013 -0.3554 1.8725
H -0.3737 -1.5845 -0.6273
H -1.5262 -1.2663 0.7510
H -0.5600 0.7277 -1.5582
H -2.2269 0.6840 -0.8739
```

Properties
E_HOMO = -8.932 eV
SMILES = O=C[C@@H]1CCS1
HOMO-LUMO gap = 9.5750 eV

Atom charges from the Löwdin analysis, given in e for atoms 1 to 6: 0.06 -0.36 -0.53 -0.25 -0.40 0.83



(16)
Formula: C4H6OS
Source: OMol25
Level of theory: ωB97M-V/def2-TZVPD

```
12
Properties=species:S:1:pos:R:3
C -0.0584 -0.8907 -1.5005
C 0.4784 -0.7847 1.1910
C -0.6328 1.2644 0.1761
C 0.4677 0.2442 0.2152
O -1.1897 -1.0754 -1.7272
S 1.8254 -1.6376 1.5621
H 0.8465 -1.2454 -1.9812
H -0.4544 -1.0324 1.6808
H -0.5160 1.9784 0.9924
H -1.6053 0.7846 0.2713
H -0.6082 1.8179 -0.7629
H 1.4468 0.5767 -0.1171
```

Properties
E_HOMO (alpha / beta) = -8.438 / -8.439 eV
HOMO-LUMO gap (alpha / beta) = 7.8673 / 7.8684 eV

Atom charges from the Löwdin analysis, given in e for atoms 1 to 6: -0.06 -0.71 -0.12 -0.34 0.10 0.62



(17)
Formula: C4H6P2
Source: OMol25
Level of theory: ωB97M-V/def2-TZVPD

```
12
Properties=species:S:1:pos:R:3
C 1.7133 -0.2088 -0.2546
C 0.2185 -0.0510 -0.0271
C -0.3581 1.1656 -0.0735
P -2.1836 1.1769 -0.0478
P -2.3270 -0.9988 0.0721
C -0.6231 -1.1942 0.0415
H 1.9302 -1.2406 -0.1138
H 2.3435 0.4463 0.5020
H 1.7978 0.0951 -1.2487
H 0.1156 2.0277 -0.2715
H -2.2653 1.0353 1.4040
H -0.3617 -2.2534 0.0176
```

Properties
E_HOMO = -8.622 eV
SMILES = CC1=C[PH]#P=C1
HOMO-LUMO gap = 8.3606 eV

Atom charges from the Löwdin analysis, given in e for atoms 1 to 6: -0.05 -0.50 -0.38 0.58 0.64 -0.48



(18)
Formula: C4H6S
Source: OMol25
Level of theory: ωB97M-V/def2-TZVPD

```
11
Properties=species:S:1:pos:R:3
C -0.0326 1.4177 0.0256
C -0.8212 0.7863 0.9405
C 0.0687 0.1490 -0.8189
C -0.9172 -0.4096 0.1475
S 0.5394 -2.6342 1.2406
H 0.4411 2.4050 -0.1421
H -1.3250 1.2563 1.7471
H -0.1438 0.2159 -1.8822
H 1.0085 -0.3659 -0.8070
H -1.5796 -1.2558 0.4470
H 1.2835 -3.1528 0.0838
```

Properties
E_HOMO = -7.965 eV
HOMO-LUMO gap = 6.3205 eV

Atom charges from the Löwdin analysis, given in e for atoms 1 to 6: 0.02 -0.08 -0.20 -0.09 0.11 0.12



(19)
Formula: C4H6S
Source: OMol25
Level of theory: ωB97M-V/def2-TZVPD

```
11
Properties=species:S:1:pos:R:3
S 0.8216 1.0689 1.3698
C -0.0093 0.7614 0.0401
C -0.8032 -0.4648 -0.2613
C 0.0528 -1.5359 -0.8127
C -0.9169 -0.8661 -1.6704
H 0.0207 1.5645 -0.7738
H -1.4812 -0.6011 0.5575
H -0.1391 -2.6031 -0.4655
H 1.0763 -1.3256 -0.7719
H -0.7008 -0.0988 -2.4106
H -1.8621 -1.4061 -1.8261
```

Properties
E_HOMO = -8.637 eV
SMILES = S=CC1CC1
HOMO-LUMO gap = 8.5569 eV

Atom charges from the Löwdin analysis, given in e for atoms 1 to 6: 0.69 -0.68 -0.40 -0.14 -0.13 0.08



(20)
Formula: C4H6S
Source: OMol25
Level of theory: ωB97M-V/def2-TZVPD

```
11
Properties=species:S:1:pos:R:3
C 2.2802 -0.6576 -0.1138
C 0.9734 0.2235 -0.0342
C -0.1593 0.8186 -0.2876
C -1.5081 0.9922 -0.1119
H 2.4786 -0.8501 -1.3394
H 3.1590 -0.4188 0.6870
H 2.1282 -1.8989 0.1772
H -1.8214 1.4613 -1.0890
H -2.0750 1.6089 0.8505
H -2.8157 -0.5027 1.4831
S -2.6398 -0.7762 -0.2220
```

Properties
E_HOMO = -9.002 eV
HOMO-LUMO gap = 8.9606 eV

Atom charges from the Löwdin analysis, given in e for atoms 1 to 6: -0.17 -0.04 -0.21 -0.52 0.12 0.09



| no. | E_tot (hartree) |
| --- | --- |
| 1 | -425.16749 |
| 2 | -704.60543 |
| 3 | -704.63330 |
| 4 | -574.44428 |
| 5 | -405.63744 |
| 6 | -1178.02134 |
| 7 | -801.15135 |
| 8 | -325.82992 |
| 9 | -629.34283 |
| 10 | -629.20651 |
| 11 | -629.34870 |
| 12 | -629.38210 |
| 13 | -629.35727 |
| 14 | -629.34276 |
| 15 | -629.38522 |
| 16 | -629.34533 |
| 17 | -838.65594 |
| 18 | -554.01650 |
| 19 | -554.12174 |
| 20 | -553.95823 |